Run 1
Computed, not measured: a cluster of 6 separate species, H12O6 in total, with ωB97M-V/def2-TZVPD.

E_LUMO: 0.000 Ha
SMILES string: O.O.O.O.O.O
gap between HOMO and LUMO: 11.1 eV

Last column: Löwdin charge in e.
Element x y z (Å)
O  -0.963  -0.290  -0.480  -0.060
H  -0.060  0.046  -0.479  -0.023
H  -1.327  0.012  0.360  0.037
O  3.165  0.331  1.892  -0.074
H  3.654  -0.472  1.679  0.031
H  2.247  0.103  1.708  0.010
O  -2.342  -3.039  -0.986  -0.065
H  -1.542  -3.534  -0.776  0.029
H  -2.433  -3.135  -1.941  0.033
O  -2.073  1.915  3.794  -0.061
H  -1.473  1.172  3.664  0.028
H  -2.932  1.501  3.935  0.034
O  1.858  0.175  -0.362  -0.050
H  1.644  -0.732  -0.609  0.060
H  2.489  0.458  -1.033  0.073
O  0.166  2.103  -3.706  -0.060
H  0.585  1.275  -3.444  0.021
H  -0.663  2.111  -3.215  0.036

Run 2
Computed, not measured: a cluster of 6 separate species, H12O6 in total, with ωB97M-V/def2-TZVPD.

E_LUMO: -0.003 Ha
SMILES string: O.O.O.O.O.O
gap between HOMO and LUMO: 10.5 eV

Last column: Löwdin charge in e.
Element x y z (Å)
O  32.316  18.013  38.002  -0.050
H  33.169  18.047  38.382  0.002
H  31.982  17.139  37.908  -0.012
O  33.902  18.006  40.179  -0.032
H  33.989  17.221  40.743  0.066
H  34.783  18.315  40.364  0.046
O  33.498  20.445  37.094  -0.052
H  33.004  19.649  37.154  -0.036
H  33.821  20.778  37.953  0.048
O  31.313  15.440  38.092  -0.164
H  30.314  15.472  38.557  0.165
H  31.527  14.616  37.513  0.100
O  29.489  19.419  36.438  -0.035
H  30.153  19.119  35.900  -0.030
H  29.833  19.294  37.355  0.024
O  30.087  18.629  39.554  -0.106
H  30.990  18.258  39.222  0.034
H  29.863  18.125  40.353  0.031

Run 3
Computed, not measured: a cluster of 6 separate species, H12O6 in total, with ωB97M-V/def2-TZVPD.

E_LUMO: -0.008 Ha
SMILES string: O.O.O.O.O.O
gap between HOMO and LUMO: 9.9 eV

Last column: Löwdin charge in e.
Element x y z (Å)
O  1.856  0.413  1.584  -0.032
H  2.257  -0.375  1.303  -0.002
H  1.068  0.500  1.029  -0.012
O  -1.085  1.793  2.748  -0.094
H  -0.270  1.394  3.139  0.039
H  -0.953  1.521  1.822  -0.039
O  -0.943  -1.565  1.217  0.014
H  -0.349  -1.844  1.857  0.023
H  -0.890  -2.157  0.482  0.052
O  -0.711  0.962  0.287  -0.037
H  -0.483  1.004  -0.621  0.007
H  -1.060  0.102  0.415  0.005
O  -0.867  -1.368  -3.041  -0.052
H  -0.371  -0.547  -2.992  -0.015
H  -0.268  -2.031  -3.358  0.021
O  0.666  0.723  -2.046  -0.036
H  1.167  0.043  -1.546  0.089
H  1.245  1.436  -2.274  0.070

Most favorable first, least favorable last: run 3, run 1, run 2

Run 1
Computed, not measured: a cluster of 6 separate species, H12O6 in total, with ωB97M-V/def2-TZVPD.

E_LUMO: 0.016 Ha
SMILES string: O.O.O.O.O.O
gap between HOMO and LUMO: 11.7 eV

Last column: Löwdin charge in e.
Element x y z (Å)
O  -0.106  2.437  -2.196  -0.077
H  0.387  2.959  -1.528  0.040
H  -0.934  2.307  -1.709  0.041
O  -1.594  0.216  1.382  -0.076
H  -2.222  0.318  2.093  0.045
H  -1.386  -0.742  1.197  0.031
O  -0.017  2.381  0.721  -0.087
H  0.828  2.532  1.176  0.049
H  -0.365  1.567  1.160  0.006
O  -0.692  -2.414  1.472  -0.087
H  -0.045  -2.668  0.768  -0.003
H  -0.190  -2.292  2.295  0.058
O  0.999  -2.617  -0.531  -0.070
H  1.748  -2.530  0.063  0.053
H  0.982  -1.725  -0.982  0.023
O  1.145  -0.202  -1.734  -0.024
H  0.851  0.499  -1.154  0.029
H  0.610  -0.026  -2.495  0.049

Run 2
Computed, not measured: a cluster of 6 separate species, H12O6 in total, with ωB97M-V/def2-TZVPD.

E_LUMO: 0.006 Ha
SMILES string: O.O.O.O.O.O
gap between HOMO and LUMO: 10.8 eV

Last column: Löwdin charge in e.
Element x y z (Å)
O  1.615  -1.130  -0.161  -0.089
H  1.439  -0.691  0.743  0.044
H  2.312  -1.751  -0.067  0.056
O  -1.570  1.343  -0.882  -0.081
H  -0.685  1.630  -0.615  -0.001
H  -1.566  0.406  -1.127  0.014
O  0.736  0.262  1.912  -0.170
H  0.813  1.082  1.186  0.105
H  -0.244  -0.044  1.860  0.031
O  -1.894  -0.278  1.401  -0.189
H  -1.475  -0.854  0.576  0.075
H  -2.218  0.616  0.931  0.100
O  1.172  1.514  -0.526  -0.157
H  1.655  2.423  -0.766  0.153
H  1.610  0.636  -0.846  0.088
O  -0.798  -1.641  -0.871  -0.141
H  0.202  -1.456  -0.987  0.041
H  -1.104  -2.067  -1.761  0.120

Most favorable first, least favorable last: run 1, run 2

Run 1
Computed, not measured: a cluster of 2 separate species, C5H11NO in total, with ωB97M-V/def2-TZVPD.

E_LUMO: 0.036 Ha
SMILES string: C=C(C)N.CC=O
gap between HOMO and LUMO: 9.1 eV

Last column: Löwdin charge in e.
Element x y z (Å)
C  1.521  1.354  0.632  -0.002
C  1.340  0.580  -0.421  -0.461
C  -0.117  0.545  -1.167  -0.043
N  2.267  -0.268  -0.982  0.060
H  0.669  1.818  1.117  0.045
H  2.468  1.390  1.146  0.054
H  0.118  1.080  -2.089  0.065
H  -0.885  1.187  -0.749  0.069
H  -0.353  -0.475  -1.463  0.061
H  3.216  0.102  -1.031  0.097
H  2.030  -0.738  -1.852  0.084
C  -2.249  -1.194  0.648  -0.063
C  -1.063  -0.556  1.315  -0.345
O  -1.071  0.553  1.808  0.015
H  -2.823  -1.714  1.418  0.085
H  -2.883  -0.445  0.185  0.080
H  -1.923  -1.945  -0.077  0.074
H  -0.260  -1.273  1.562  0.125

Run 2
Computed, not measured: a cluster of 2 separate species, C5H11NO in total, with ωB97M-V/def2-TZVPD.

E_LUMO: 0.033 Ha
SMILES string: CNC(C)=O.C=C
gap between HOMO and LUMO: 10.3 eV

Last column: Löwdin charge in e.
Element x y z (Å)
C  0.806  0.811  1.534  -0.091
N  0.332  0.326  0.258  0.002
C  1.033  -0.384  -0.669  -0.544
C  2.536  -0.411  -0.490  -0.008
O  0.475  -0.921  -1.617  0.024
H  1.182  0.006  2.179  0.084
H  1.588  1.571  1.423  0.082
H  -0.041  1.272  2.047  0.085
H  -0.664  0.353  0.083  0.068
H  2.975  -1.003  -1.294  0.082
H  2.827  -0.835  0.478  0.079
H  2.927  0.611  -0.540  0.085
C  -2.775  0.322  -0.914  -0.078
C  -2.574  -0.793  -0.216  -0.087
H  -3.448  1.107  -0.579  0.051
H  -2.246  0.487  -1.851  0.059
H  -1.866  -1.541  -0.567  0.052
H  -3.068  -0.980  0.735  0.055

Most favorable first, least favorable last: run 2, run 1

Run 1
Computed, not measured: an isolated molecule of C5H11NO, with ωB97M-V/def2-TZVPD.

E_LUMO: 0.033 Ha
SMILES string: CCN(C)C(C)=O
gap between HOMO and LUMO: 9.9 eV

Last column: Löwdin charge in e.
Element x y z (Å)
C  1.831  -0.458  -0.664  -0.068
C  0.635  0.500  -0.770  -0.245
N  -0.225  0.468  0.391  -0.138
C  -0.234  1.566  1.325  -0.051
C  -1.070  -0.595  0.636  -0.510
C  -1.471  -1.396  -0.585  -0.002
O  -1.410  -0.919  1.753  0.060
H  2.240  -0.714  -1.634  0.071
H  1.562  -1.264  0.029  0.078
H  2.598  0.025  -0.038  0.074
H  0.971  1.543  -0.850  0.116
H  0.139  0.402  -1.738  0.107
H  -0.906  2.371  0.987  0.093
H  -0.544  1.222  2.302  0.081
H  0.732  2.059  1.460  0.087
H  -2.168  -2.158  -0.260  0.080
H  -0.691  -1.951  -1.101  0.081
H  -1.988  -0.701  -1.242  0.086

Run 2
Computed, not measured: a cluster of 2 separate species, C5H11NO in total, with ωB97M-V/def2-TZVPD.

E_LUMO: 0.037 Ha
SMILES string: C=CN1C[C@@H]1C.O
gap between HOMO and LUMO: 9.9 eV

Last column: Löwdin charge in e.
Element x y z (Å)
C  1.225  -0.736  -1.666  0.003
C  1.422  0.066  -0.621  -0.219
N  0.448  0.292  0.374  -0.094
C  0.199  1.647  0.834  -0.090
C  -0.807  0.929  0.007  -0.323
C  -2.076  0.354  0.578  -0.052
H  0.273  -1.241  -1.812  0.069
H  2.021  -0.941  -2.374  0.056
H  2.386  0.538  -0.432  0.115
H  0.045  1.753  1.907  0.109
H  0.764  2.452  0.366  0.111
H  -0.862  1.248  -1.035  0.142
H  -2.354  -0.564  0.047  0.079
H  -2.901  1.068  0.481  0.077
H  -1.949  0.112  1.637  0.082
O  0.598  -2.713  0.623  -0.079
H  1.393  -2.380  0.189  0.008
H  0.175  -1.886  0.895  0.006

Run 3
Computed, not measured: an isolated molecule of C5H11NO, with ωB97M-V/def2-TZVPD.

E_LUMO: 0.032 Ha
SMILES string: CCN(C)C(C)=O
gap between HOMO and LUMO: 9.9 eV

Last column: Löwdin charge in e.
Element x y z (Å)
C  -1.822  0.389  -1.180  -0.037
C  -1.428  -0.486  0.354  -0.095
N  -0.008  -0.365  0.610  -0.142
C  0.603  0.209  1.803  -0.051
C  0.658  -0.468  -0.572  -0.543
C  2.060  0.030  -0.704  0.003
O  0.070  -0.910  -1.547  -0.012
H  -2.840  0.073  -1.353  0.036
H  -1.379  0.339  -2.222  0.075
H  -1.706  1.443  -0.937  0.040
H  -1.678  -1.527  0.130  0.093
H  -1.924  -0.274  1.344  0.116
H  -0.058  0.102  2.669  0.085
H  1.532  -0.325  2.043  0.087
H  0.846  1.274  1.686  0.089
H  2.355  -0.235  -1.718  0.086
H  2.720  -0.449  0.018  0.079
H  2.124  1.117  -0.579  0.089

Run 4
Computed, not measured: a cluster of 2 separate species, C5H11NO in total, with ωB97M-V/def2-TZVPD.

E_LUMO: 0.031 Ha
SMILES string: C=C(N)O.C=CC
gap between HOMO and LUMO: 9.1 eV

Last column: Löwdin charge in e.
Element x y z (Å)
C  0.933  -0.262  -1.997  0.026
C  0.715  0.884  -1.345  -0.535
N  -0.395  1.675  -1.469  0.073
O  1.372  1.156  -0.139  -0.007
H  0.263  -0.596  -2.769  0.052
H  1.759  -0.907  -1.751  0.048
H  -1.300  1.053  -1.274  0.129
H  -0.420  2.442  -0.810  0.085
H  2.145  0.582  -0.073  0.095
C  -1.606  0.099  0.752  -0.054
C  -0.485  -0.142  1.463  -0.238
C  0.226  -1.451  1.474  -0.109
H  -2.229  0.937  1.027  0.056
H  -2.125  -0.726  0.284  0.064
H  -0.108  0.607  2.148  0.099
H  1.300  -1.323  1.342  0.063
H  -0.138  -2.103  0.687  0.074
H  0.091  -1.925  2.449  0.077

Most favorable first, least favorable last: run 1, run 2, run 3, run 4

Run 1
Computed, not measured: a cluster of 13 separate species, C6H40N2O12 in total, with ωB97M-V/def2-TZVPD.

E_LUMO: 0.000 Ha
gap between HOMO and LUMO: 8.4 eV

Last column: Löwdin charge in e.
Element x y z (Å)
C  1.709  -2.375  1.324  -0.116
C  1.434  -0.988  0.832  -0.256
N  0.177  -0.689  0.060  -0.064
C  0.297  1.831  0.261  -0.053
C  0.276  0.603  -0.637  -0.358
C  -0.920  0.744  -1.654  -0.170
N  -1.096  -0.546  -2.376  -0.085
C  -2.465  -0.874  -2.749  -0.121
H  1.081  -2.770  2.197  0.087
H  2.634  -2.216  1.903  0.079
H  1.663  -3.221  0.610  0.067
H  2.332  -0.623  0.214  0.136
H  1.143  -0.318  1.739  0.123
H  -0.588  -0.804  0.719  0.092
H  -0.242  1.756  1.256  0.056
H  1.371  2.159  0.284  0.071
H  -0.402  2.621  -0.059  0.077
H  1.201  0.703  -1.270  0.114
H  -1.835  1.042  -1.118  0.080
H  -0.718  1.520  -2.323  0.044
H  -0.695  -1.340  -1.830  0.038
H  -3.200  -0.209  -2.375  0.045
H  -2.519  -0.851  -3.768  0.041
H  -2.879  -1.825  -2.552  0.066
H  -2.660  0.934  1.620  -0.051
H  -2.214  -0.479  1.872  -0.036
O  -2.192  0.388  2.113  0.058
H  4.149  1.756  1.097  0.002
H  3.674  3.262  1.307  0.025
O  3.935  2.432  1.731  -0.072
H  3.249  0.105  -3.433  0.126
H  1.684  0.835  -3.365  0.065
O  2.682  1.006  -3.398  -0.145
H  -1.046  3.118  3.376  0.023
H  -0.146  1.781  3.243  0.030
O  -0.189  2.743  3.541  -0.070
H  -0.401  -3.232  -2.285  0.069
H  -0.075  -2.343  -1.017  -0.040
O  -0.202  -3.257  -1.317  -0.095
H  0.570  0.524  4.532  -0.043
H  0.652  -0.791  5.030  0.062
O  0.968  -0.248  4.290  -0.008
H  -1.783  -3.351  1.973  -0.032
H  -2.200  -4.050  0.723  0.093
O  -2.017  -3.166  1.128  -0.026
H  3.268  -2.711  -1.831  0.016
H  1.851  -2.190  -1.914  0.070
O  2.723  -2.294  -2.487  -0.092
H  -3.122  -2.145  2.419  0.010
H  -3.178  -1.173  3.740  0.092
O  -3.034  -2.140  3.407  -0.119
H  -4.597  1.594  -0.509  0.026
H  -3.866  0.342  -0.421  0.111
O  -3.695  1.368  -0.385  -0.074
H  -0.227  3.835  -2.480  0.049
H  0.157  2.974  -3.674  0.041
O  -0.605  3.280  -3.172  -0.050
H  3.387  3.466  -1.339  0.037
H  3.327  1.924  -1.829  0.083
O  3.410  2.570  -0.974  -0.129

Run 2
Computed, not measured: a cluster of 13 separate species, C6H40N2O12 in total, with ωB97M-V/def2-TZVPD.

E_LUMO: 0.005 Ha
gap between HOMO and LUMO: 9.0 eV

Last column: Löwdin charge in e.
Element x y z (Å)
C  -1.977  3.135  -0.095  -0.059
C  -1.518  1.824  -0.800  -0.245
N  -1.238  0.778  0.186  -0.191
C  0.165  0.834  0.620  -0.083
C  -3.168  -0.768  0.454  -0.050
C  -1.756  -0.596  -0.087  -0.333
C  -1.793  -0.908  -1.629  -0.179
N  -0.396  -0.768  -2.152  0.029
H  -3.067  3.056  -0.030  0.073
H  -1.740  4.033  -0.671  0.073
H  -1.450  3.222  0.848  0.066
H  -2.152  1.605  -1.649  0.104
H  -0.598  2.173  -1.292  0.090
H  0.735  1.357  -0.156  0.073
H  0.255  1.473  1.503  0.078
H  0.677  -0.106  0.790  0.056
H  -3.248  -1.277  1.413  0.069
H  -3.765  -1.432  -0.192  0.087
H  -3.832  0.098  0.490  0.091
H  -1.030  -1.328  0.252  0.112
H  -2.337  -0.039  -1.994  0.077
H  -2.257  -1.800  -2.038  0.121
H  0.023  -0.061  -1.565  0.041
H  0.068  -1.663  -2.094  0.064
H  1.088  -3.146  1.203  -0.009
H  1.985  -4.364  1.171  0.049
O  1.125  -4.074  1.485  -0.066
H  -0.892  -3.848  0.384  -0.009
H  -0.703  -5.203  0.868  0.021
O  -1.364  -4.688  0.388  -0.073
H  1.376  1.613  4.163  0.061
H  2.052  0.494  3.431  0.012
O  2.236  1.388  3.792  -0.062
H  0.511  -1.325  3.100  0.028
H  1.652  -1.411  2.114  0.019
O  1.472  -1.156  3.026  -0.051
H  -2.528  1.242  1.712  0.032
H  -1.493  1.294  2.817  0.045
O  -2.406  1.028  2.666  -0.050
H  2.099  -1.387  -0.509  0.012
H  2.302  -2.794  -0.831  0.068
O  1.613  -2.262  -0.409  -0.100
H  2.532  2.418  -2.689  0.050
H  3.396  1.243  -3.243  0.068
O  3.039  1.637  -2.442  -0.033
H  -0.099  2.719  -4.421  0.045
H  0.656  1.517  -3.753  -0.019
O  0.486  2.480  -3.700  -0.074
H  -1.683  -2.140  2.471  0.055
H  -1.846  -0.520  2.457  -0.028
O  -1.334  -1.291  2.751  -0.071
H  3.494  2.863  1.447  0.065
H  2.783  1.840  2.261  0.007
O  2.734  2.271  1.375  -0.075
H  0.055  -0.130  -4.275  0.030
H  1.317  -0.268  -3.610  0.012
O  0.996  -0.114  -4.510  -0.077
H  2.898  0.574  -1.050  0.013
H  2.942  0.647  0.493  0.027
O  2.908  0.010  -0.248  -0.086

Most favorable first, least favorable last: run 2, run 1

Run 1
Computed, not measured: a cluster of 2 separate species, H2N2S in total, with ωB97M-V/def2-TZVPD.

E_LUMO (spin up / spin down): -0.006 / -0.026 Ha
gap between HOMO and LUMO (spin up / spin down): 8.9 / 8.7 eV

Last column: Löwdin charge in e.
Element x y z (Å)
N  -0.014  0.656  0.094  -0.467
N  0.230  -0.561  -0.498  -0.377
S  0.916  -0.285  1.059  0.730
H  -2.047  0.641  0.501  0.114
H  0.915  -0.451  -1.156  -0.001

Run 2
Computed, not measured: an isolated molecule of H2N2S, with ωB97M-V/def2-TZVPD.

E_LUMO: 0.007 Ha
SMILES string: [nH]1[nH]s1
gap between HOMO and LUMO: 9.1 eV

Last column: Löwdin charge in e.
Element x y z (Å)
N  -0.500  0.281  -0.390  -0.459
N  0.097  -0.722  0.399  -0.478
S  -1.241  -1.288  -0.481  0.692
H  0.300  0.636  -1.297  0.179
H  -0.263  -0.625  1.394  0.066

Run 3
Computed, not measured: a cluster of 2 separate species, H2N2S in total, with ωB97M-V/def2-TZVPD.

E_LUMO (spin up / spin down): -0.024 / -0.016 Ha
gap between HOMO and LUMO (spin up / spin down): 8.3 / 8.5 eV

Last column: Löwdin charge in e.
Element x y z (Å)
N  -0.050  -0.669  -0.225  -0.529
N  -0.076  0.720  -0.034  -0.435
S  -0.855  -0.264  1.150  0.723
H  1.664  -0.979  -0.180  0.186
H  -0.682  1.192  -0.711  0.055

Most favorable first, least favorable last: run 2, run 3, run 1